Entry 1:
A gas-phase ion, C21H21F3NO4 (charge -1). Source: OMol25; level of theory: ωB97M-V/def2-TZVPD.

Cartesian coordinates (Å):
C (0.809, -3.216, -1.787)
H (-3.524, 1.298, 1.475)
C (-2.530, -1.565, -0.192)
H (-3.437, -3.518, -0.160)
C (0.303, 3.877, 3.553)
O (-1.029, 3.819, 0.267)
O (0.683, 2.292, -0.972)
C (0.264, 2.288, 3.624)
H (-0.729, 1.857, 3.681)
C (-3.561, 0.259, 1.057)
C (2.019, 0.656, 0.366)
H (-0.442, 4.221, 4.279)
H (-1.272, 1.457, 0.427)
C (2.184, -3.608, -2.328)
C (4.045, -2.642, -3.819)
H (3.034, 1.145, 0.097)
C (-4.626, -0.529, 1.315)
C (0.966, 0.859, -0.763)
F (4.300, -2.063, -5.075)
H (-5.573, -2.462, 0.993)
C (-4.680, -1.858, 0.892)
O (0.746, -1.816, -1.669)
H (2.163, -1.765, -3.632)
H (2.062, -3.240, -4.473)
H (2.913, -3.312, -1.601)
C (-0.034, 4.530, 2.162)
C (-3.613, -2.468, 0.094)
C (-1.342, 0.471, 0.057)
H (0.600, 1.897, 4.562)
C (-1.273, 3.988, 1.472)
H (-0.018, -3.559, -2.419)
H (-5.506, -0.089, 1.761)
C (2.507, -2.755, -3.632)
H (2.381, -0.307, 0.505)
O (-2.351, 3.745, 2.080)
C (-0.222, -0.002, -0.573)
H (2.278, -4.615, -2.448)
F (4.417, -4.055, -3.892)
H (1.545, 0.503, -1.587)
H (-0.080, 2.760, -0.474)
H (0.851, 4.273, 1.596)
H (1.351, 4.171, 3.720)
C (1.551, 1.115, 1.660)
C (1.020, 1.637, 2.581)
H (-0.120, 5.679, 2.328)
C (-2.503, -0.252, 0.290)
F (4.666, -1.942, -2.777)
C (-0.370, -1.379, -0.985)
H (0.709, -3.724, -0.827)
N (-1.532, -2.058, -0.811)

Calculated values
LUMO energy	2.52	eV
charge	-1
E_HOMO	-5.19	eV
molecular weight	408.40	u
gap between HOMO and LUMO	7.72	eV
SMILES	O=C([O-])CCCC#CC[C@H](O)c1cc2ccccc2nc1OCCCC(F)(F)F

---

Entry 2:
A molecular structure, C21H21IrN4O4S2. Source: OMol25; level of theory: ωB97M-V/def2-TZVPD.

Cartesian coordinates (Å):
H (-4.551, -0.674, 0.675)
H (-0.450, -2.072, -1.469)
H (-3.309, 3.537, 1.926)
H (-2.582, -4.782, 0.916)
O (0.514, -2.978, 1.001)
H (1.698, 3.550, 0.956)
O (-1.025, -4.569, 1.003)
C (-1.463, 2.688, 1.267)
N (0.746, 1.673, 0.681)
H (3.606, 0.605, -4.995)
C (-2.474, 2.220, 3.400)
H (-2.422, 0.700, 0.972)
C (-2.497, 2.873, 2.178)
C (-4.079, -3.562, 0.586)
N (-2.475, -0.310, 0.881)
C (2.307, 0.190, -3.350)
H (-0.081, 2.770, -0.951)
H (-0.962, 0.358, -1.028)
C (-1.745, -2.320, 0.913)
H (5.501, -0.361, -1.297)
H (2.017, 2.348, 2.223)
H (5.669, 0.202, -3.691)
H (-3.285, 2.345, 4.101)
C (1.878, 2.486, 1.152)
C (0.340, -1.647, -2.082)
O (-5.233, -3.360, 0.288)
C (-0.025, 0.672, -1.487)
O (-3.588, -4.763, 0.768)
C (3.543, 0.340, -3.952)
H (-0.076, -1.411, -3.069)
C (4.701, 0.119, -3.222)
S (3.386, -0.739, 0.437)
C (-3.565, -1.080, 0.757)
C (-0.673, -3.388, 0.982)
H (-1.522, 3.202, 0.321)
C (-0.377, 1.874, 1.560)
H (1.528, 2.093, -1.185)
C (-3.151, -2.401, 0.761)
H (-1.369, 0.876, 4.653)
C (4.611, -0.206, -1.887)
Ir (1.036, -0.786, 1.020)
C (3.368, -0.363, -1.265)
C (2.197, -0.180, -2.016)
N (-1.369, -1.050, 0.980)
C (0.544, 1.891, -0.756)
C (-0.361, 1.212, 2.809)
H (2.793, 2.184, 0.641)
N (0.905, -0.460, -1.428)
S (0.936, 0.138, 3.285)
H (1.416, 0.348, -3.940)
C (-1.407, 1.400, 3.710)
H (1.121, -2.396, -2.208)
H (-0.246, 0.964, -2.524)

Calculated values
LUMO energy	-1.16	eV
E_HOMO	-8.00	eV
molecular weight	649.77	u
gap between HOMO and LUMO	6.83	eV